Molecular formula: C32H41Cl2GaGe2N5S2
Method: DFT, ωB97M-V with the def2-TZVPD basis set

Its LUMO energy is 2.340 eV. The charge is -1. The calculation puts the HOMO energy at -4.76 eV. As for the total energy: -9313.2417 Ha.

```
85
C32H41Cl2GaGe2N5S2 | the OMol25 dataset | ωB97M-V with the def2-TZVPD basis set
Ga -0.343 0.174 2.008
S -1.363 1.430 3.816
C -2.481 0.222 4.372
C -3.559 0.691 5.202
N -4.404 1.099 5.869
C -2.374 -1.092 4.066
S -1.080 -1.753 3.107
C -3.374 -2.026 4.506
N -4.179 -2.786 4.824
C 4.910 1.038 -0.751
C 3.991 0.655 0.417
Ge 2.294 -0.249 -0.031
C 2.599 -1.914 -1.058
C 3.586 -1.784 -2.225
C 1.391 0.894 -1.331
C 0.242 1.573 -1.437
Ge -0.990 1.635 0.136
C -2.949 1.279 -0.098
C -3.689 1.349 -1.439
C -0.876 3.486 0.865
C -1.716 4.585 0.205
C -0.058 2.364 -2.679
C -1.233 3.107 -2.767
C -1.555 3.852 -3.894
C -0.699 3.869 -4.982
C 0.483 3.139 -4.918
C 0.797 2.405 -3.787
H 5.720 1.688 -0.411
H 4.365 1.577 -1.532
H 5.367 0.163 -1.211
H 3.701 1.556 0.962
H 4.529 0.022 1.130
H 1.625 -2.219 -1.445
H 2.928 -2.697 -0.374
H 3.361 -0.926 -2.865
H 3.556 -2.675 -2.859
H 4.610 -1.671 -1.871
H 2.069 0.949 -2.191
H -3.421 1.952 0.623
H -3.057 0.275 0.319
H -3.845 2.376 -1.771
H -4.679 0.888 -1.351
H -3.156 0.827 -2.237
H 0.176 3.784 0.899
H -1.200 3.373 1.902
H -1.299 4.896 -0.753
H -1.769 5.470 0.846
H -2.745 4.252 0.033
H -1.909 3.102 -1.927
H -2.478 4.420 -3.916
H -0.945 4.440 -5.869
H 1.167 3.142 -5.759
H 1.730 1.855 -3.779
Cl 1.736 2.092 2.915
C 2.498 0.633 3.480
C 3.288 0.674 4.611
C 3.909 -0.487 5.042
C 3.734 -1.662 4.330
C 2.945 -1.674 3.192
Cl 2.756 -3.177 2.338
C 2.280 -0.533 2.711
N 1.449 -0.521 1.591
H 3.421 1.611 5.136
H 4.524 -0.477 5.933
H 4.204 -2.580 4.655
C -1.328 -1.666 -1.460
C -1.715 -2.772 -2.476
N -1.942 -4.039 -1.775
C -0.758 -4.347 -0.961
C -0.579 -3.273 0.146
N -1.503 -2.157 -0.090
C -2.874 -2.649 0.057
C -3.089 -3.880 -0.870
H -1.950 -0.777 -1.586
H -0.293 -1.349 -1.580
H -0.928 -2.926 -3.219
H -2.632 -2.515 -3.011
H 0.110 -4.395 -1.626
H -0.901 -5.338 -0.526
H 0.435 -2.879 0.182
H -0.802 -3.686 1.130
H -3.556 -1.837 -0.209
H -3.039 -2.899 1.106
H -3.994 -3.775 -1.472
H -3.178 -4.800 -0.288
```